ORCA calculation (wB97M-V/def2-TZVPD) on C37H57F5N14O5SSi2 as an isolated structure.

Summary:
spin multiplicity	1
highest occupied orbital energy	-8.80	eV

Atoms and positions in Å:
1 C -1.2718 3.5365 -0.6290
2 C -1.6886 2.2536 -0.3972
3 Si -2.2764 0.4522 -0.1139
4 C -3.4136 -0.2608 -1.4844
5 C -3.7835 0.7748 -2.6856
6 C -5.3640 0.8325 -3.0722
7 F -5.4147 1.1841 -4.5137
8 F -6.0892 -0.4117 -2.8659
9 F -5.9549 1.9974 -2.3749
10 C -3.3597 0.5025 1.5168
11 C -3.5513 2.0895 1.9365
12 O -4.5382 2.7810 1.4315
13 F -2.5471 2.6344 2.8438
14 O -0.8781 -0.5117 0.2762
15 Si 0.0453 -0.9833 -1.1215
16 C 1.9037 -1.0785 -0.5209
17 C 2.2400 0.2340 0.3997
18 O 3.3865 -0.0035 1.3202
19 C 0.0317 0.2532 -2.5858
20 N 0.8555 1.5068 -2.2573
21 C 0.6862 2.3655 -3.5113
22 S -0.4155 -2.9512 -1.9117
23 O -0.8140 -2.7499 -3.3902
24 O -1.4384 -3.7339 -1.0989
25 F 1.0512 -3.8735 -1.9776
26 H -0.6031 4.4292 -1.0014
27 H -4.4156 -0.6174 -0.9727
28 H -2.9940 -1.2313 -2.0080
29 H -3.4343 1.8671 -2.5218
30 H -3.2316 0.3863 -3.6526
31 H -2.8141 0.0035 2.4229
32 H -4.3883 -0.0329 1.3819
33 H 2.5792 -0.9934 -1.4737
34 H 2.1104 -2.0662 0.0484
35 H 2.5643 1.1606 -0.2458
36 H 1.3381 0.6017 1.0427
37 H 3.4115 0.8448 1.8614
38 H 0.6350 -0.2671 -3.4635
39 H -1.0111 0.4988 -3.0277
40 H 1.8449 1.1415 -2.2994
41 H 1.5152 3.1853 -3.4505
42 H 0.8104 1.6902 -4.4690
43 H -0.3863 2.8280 -3.5437
44 C -6.4843 -0.4835 4.4208
45 C -5.0232 -0.6047 4.3246
46 N -3.8730 -0.6996 4.2489
47 H -6.9477 -1.4239 4.7324
48 H -6.7790 0.2791 5.1479
49 H -6.9302 -0.2056 3.4614
50 C 1.7273 6.7684 -4.9860
51 C 2.0072 5.3463 -5.2278
52 N 2.2276 4.2271 -5.4180
53 H 1.7311 7.3441 -5.9164
54 H 0.7484 6.9133 -4.5195
55 H 2.4719 7.2192 -4.3232
56 C 6.0186 2.1860 4.2579
57 C 5.0337 2.7557 3.3000
58 N 4.2657 3.1996 2.5541
59 H 5.6048 1.3197 4.7863
60 H 6.9283 1.8585 3.7437
61 H 6.3130 2.9236 5.0111
62 C -1.6347 -1.7356 6.4650
63 C -0.1733 -1.8560 6.3689
64 N 0.9770 -1.9504 6.2933
65 H -2.0976 -2.6765 6.7769
66 H -1.9300 -0.9735 7.1919
67 H -2.0814 -1.4578 5.5053
68 C 8.4227 -0.2457 6.8504
69 C 7.6323 0.6543 5.9988
70 N 7.0061 1.3660 5.3230
71 H 9.4358 0.1354 7.0093
72 H 7.9662 -0.3726 7.8367
73 H 8.5173 -1.2417 6.4070
74 C 4.1677 -5.6197 -1.3125
75 C 4.2973 -4.2305 -1.7730
76 N 4.4006 -3.1370 -2.1354
77 H 3.1193 -5.9071 -1.1880
78 H 4.6144 -6.3231 -2.0215
79 H 4.6622 -5.7730 -0.3488
80 C 11.7224 -2.5725 7.5282
81 C 11.8516 -1.1807 7.0747
82 N 11.9533 -0.0855 6.7178
83 H 10.6742 -2.8596 7.6559
84 H 12.1651 -3.2725 6.8134
85 H 12.2210 -2.7317 8.4888
86 C -8.5184 1.8430 -4.1218
87 C -9.8618 2.4074 -3.9316
88 N -10.9190 2.8515 -3.7819
89 H -8.0130 2.2845 -4.9859
90 H -7.8804 2.0155 -3.2511
91 H -8.5553 0.7619 -4.2861
92 C -0.0838 0.2103 10.0076
93 C -0.8178 -1.0595 9.9190
94 N -1.3950 -2.0590 9.8493
95 H -0.6420 1.0318 9.5486
96 H 0.1112 0.4919 11.0466
97 H 0.8838 0.1531 9.5003
98 C -10.8554 -0.1982 3.0124
99 C -9.8133 -1.1757 3.3554
100 N -8.9932 -1.9451 3.6254
101 H -11.6141 -0.6316 2.3540
102 H -11.3721 0.1702 3.9036
103 H -10.4383 0.6720 2.4969
104 C 4.1899 -2.2867 -5.8610
105 C 2.8480 -1.7167 -5.6801
106 N 1.7913 -1.2677 -5.5385
107 H 4.7001 -1.8512 -6.7255
108 H 4.8247 -2.1102 -4.9875
109 H 4.1510 -3.3685 -6.0194
110 C 1.1940 0.0421 -9.1843
111 C 2.6119 -0.2903 -8.9918
112 N 3.7286 -0.5529 -8.8372
113 H 0.7141 -0.6338 -9.8985
114 H 0.6337 -0.0257 -8.2479
115 H 1.0655 1.0595 -9.5652
116 C -1.9755 -2.1091 -7.4667
117 C -1.8495 -0.7205 -7.9306
118 N -1.7504 0.3728 -8.2949
119 H -3.0229 -2.3979 -7.3377
120 H -1.5303 -2.8132 -8.1759
121 H -1.4769 -2.2598 -6.5043

=====

ORCA calculation (wB97M-V/def2-TZVPD) on C4H6BrNS as an isolated structure.

Summary:
energy relative to the best compared isomer or geometry (same formula, charge and spin)	5.9201	eV
spin multiplicity	1
highest occupied orbital energy	-8.28	eV

Atoms and positions in Å:
1 C 0.8098 -1.9182 -0.7673
2 C 1.0174 -1.7863 0.5605
3 C -1.5048 0.3585 0.3878
4 C 0.0395 2.3605 0.4604
5 N 0.6373 -0.7362 0.0373
6 S -1.4659 1.7713 -0.4559
7 Br -2.6683 -0.9124 -0.6030
8 H 1.4883 -1.6704 -1.5219
9 H -0.1103 -2.3797 -1.2063
10 H 1.1147 -2.2299 1.5410
11 H 0.3917 2.9814 -0.2796
12 H 0.5372 1.3941 0.4695
13 H -0.2866 2.7672 1.3774

=====

ORCA calculation (wB97M-V/def2-TZVPD) on C24H42Cl3CuN4O3Si as an isolated structure.

Summary:
energy relative to the best compared isomer or geometry (same formula, charge and spin)	2.7170	eV
spin multiplicity	2
highest occupied orbital energy (alpha / beta)	-3.98 / -3.98	eV
total charge	-1

Atoms and positions in Å:
1 C 2.1638 -2.5566 -5.7107
2 C 1.7876 -1.6482 -6.8341
3 H 1.6271 -3.5039 -5.8150
4 H 1.9207 -2.0829 -4.7599
5 H 3.2421 -2.7716 -5.7380
6 C 1.7988 -2.0711 -8.1166
7 C 2.2206 -3.4246 -8.5962
8 H 1.5573 -1.3952 -8.9319
9 H 1.7437 -4.2511 -8.0563
10 H 3.3126 -3.5475 -8.5164
11 H 1.9585 -3.5342 -9.6592
12 Cu 2.0374 1.2271 -2.8984
13 Cl 2.2441 3.3197 -2.0578
14 Cl 3.5753 0.6788 -4.2552
15 C -0.9123 3.9340 -1.3819
16 O -1.6851 3.1634 -0.8051
17 N -1.2112 4.6633 -2.4786
18 C -2.5646 4.6692 -2.9977
19 C -0.1848 5.3156 -3.2751
20 H 0.1290 4.0779 -1.0526
21 H -3.2638 4.5355 -2.1644
22 H -2.7190 3.8558 -3.7275
23 H -2.7259 5.6308 -3.5049
24 H 0.7174 5.4382 -2.6717
25 H -0.5554 6.2886 -3.6201
26 H 0.0716 4.6993 -4.1501
27 H -0.1924 -4.4955 -1.9697
28 H -1.9413 -5.0707 -4.4074
29 C -1.0923 -5.1220 -1.8458
30 C -2.7602 -4.9625 -3.7006
31 N -2.2533 -4.4718 -2.4311
32 H -1.2469 -5.2466 -0.7619
33 C -2.8428 -3.4259 -1.7947
34 O -3.6594 -2.6503 -2.2936
35 H -3.4994 -4.2513 -4.0813
36 H -2.4913 -3.3423 -0.7385
37 H -0.9186 -6.0932 -2.3219
38 H -3.2167 -5.9427 -3.5439
39 O 0.7197 -0.1028 -5.2771
40 C 1.5100 -0.1987 -6.4635
41 C 0.0261 0.2097 -8.4923
42 C 1.0250 0.6557 -7.6287
43 H -0.4246 -0.7746 -8.3596
44 C -0.4154 1.0045 -9.5537
45 H 2.4774 0.2260 -6.1129
46 C 1.6199 1.8992 -7.8532
47 H -1.2267 0.6543 -10.1971
48 C 0.1848 2.2420 -9.7829
49 C 1.2109 2.6803 -8.9343
50 H 2.3903 2.2361 -7.1606
51 H -0.1432 2.8584 -10.6276
52 H 1.6946 3.6354 -9.1195
53 Si -1.0833 -0.0496 -5.1742
54 Cl -1.2495 -2.0689 -4.7299
55 C -2.2797 -0.1187 -6.6627
56 C -0.6664 1.9127 -5.1550
57 C -2.1322 0.5611 -3.6569
58 H -2.2114 0.7681 -7.2942
59 H -3.3051 -0.2002 -6.2806
60 H -2.1224 -0.9981 -7.2918
61 H -2.6986 -0.2407 -3.1591
62 H -2.8699 1.3126 -3.9860
63 H -1.5027 1.0393 -2.8965
64 H -0.0482 2.1850 -6.0176
65 H -0.0503 2.1233 -4.2687
66 H -1.5351 2.5860 -5.1405
67 C -0.1886 1.4711 2.0964
68 N 0.1105 1.0045 0.7471
69 C -0.6064 0.0579 0.0320
70 C 0.0171 -0.0657 -1.1843
71 N 1.0398 0.8593 -1.2487
72 C 1.1104 1.4561 -0.0400
73 H -1.0965 2.0863 2.1171
74 H -0.3226 0.6090 2.7560
75 H 0.6599 2.0583 2.4701
76 H -1.4888 -0.4460 0.3925
77 H -0.2190 -0.7070 -2.0126
78 H 1.8006 2.2345 0.2875

=====

ORCA calculation (wB97M-V/def2-TZVPD) on a 2-piece molecular cluster, C3H9O3P overall.

Summary:
energy relative to the best compared isomer or geometry (same formula, charge and spin)	4.2785	eV
spin multiplicity	1
highest occupied orbital energy (alpha / beta)	-8.74 / -8.74	eV

Atoms and positions in Å:
1 C -0.6719 1.4529 -1.9664
2 C -0.6791 -2.2679 0.5047
3 C -0.0655 1.8392 1.1689
4 O 2.3398 -0.2649 -0.6365
5 O 0.5658 -1.8395 0.1345
6 O 0.5783 0.6308 0.9308
7 P 0.6880 -0.1810 -0.4704
8 H -0.2569 1.3264 -2.9830
9 H -1.5974 0.8939 -2.1109
10 H -1.4082 -1.5339 0.3774
11 H -0.7594 -2.6647 1.5072
12 H -0.8582 -3.1612 -0.0829
13 H -0.7235 2.0734 0.3580
14 H 0.7148 2.5235 1.0971
15 H -0.5521 2.0117 2.1269
16 H 2.6854 -0.8387 0.0445

=====

ORCA calculation (wB97M-V/def2-TZVPD) on C9H16F6Li3N3O21S6 as an isolated structure.

Summary:
spin multiplicity	1
highest occupied orbital energy	-10.70	eV

Atoms and positions in Å:
1 Li 2.1918 0.1443 -0.0771
2 Li -1.7238 1.7223 -1.4636
3 Li -0.1808 0.4621 0.4412
4 N -1.8085 1.5481 0.4052
5 S -2.8384 0.3629 1.0854
6 O -4.2553 0.7079 1.3151
7 O -2.0494 -0.4735 1.9927
8 F -2.8970 -0.5670 -0.1773
9 S -2.4177 2.6716 1.2319
10 O -2.4698 2.5458 2.6875
11 O -3.4385 3.2975 0.3570
12 F -1.2115 3.6573 0.8385
13 N 0.6536 -0.1615 -1.2449
14 S 0.1852 -1.7546 -1.4928
15 O 1.1259 -2.7184 -2.1002
16 O -1.1870 -2.0233 -1.8220
17 F 0.1045 -1.9658 0.1142
18 S 0.6381 0.2023 -2.6822
19 O -0.6854 0.6101 -3.1938
20 O 1.7171 -0.1920 -3.5384
21 F 1.1546 1.6874 -2.3404
22 N 1.3902 0.7224 1.5644
23 S 2.0736 2.3050 1.7736
24 O 3.5342 2.2829 1.8653
25 O 1.2820 3.3358 2.3933
26 F 1.9492 2.7330 0.2025
27 S 1.4545 0.3935 3.1398
28 O 0.3859 1.0529 3.8637
29 O 2.7270 0.1338 3.7613
30 F 0.9937 -1.1035 3.0180
31 C 3.9896 -5.3035 -1.7604
32 C 4.0610 -3.9123 -2.4746
33 O 5.4740 -3.8975 -2.5952
34 C 6.1350 -4.9909 -2.1714
35 O 7.3466 -5.2109 -2.2858
36 O 5.2547 -5.7402 -1.5130
37 H 3.4768 -6.0376 -2.3819
38 H 3.3182 -5.2306 -0.9048
39 H 3.7955 -3.0839 -1.8178
40 H 3.4650 -4.0077 -3.3821
41 C 1.6263 5.9282 -1.2654
42 O 0.9557 4.7098 -1.4198
43 C -0.2534 4.6502 -2.1587
44 O -0.8498 3.5629 -2.5173
45 O -0.8823 5.8131 -2.2758
46 C -2.3020 5.7869 -2.4767
47 H 1.9684 6.5356 -2.1034
48 H 2.3591 5.6546 -0.5063
49 H 0.9427 6.5712 -0.7111
50 H -2.7953 5.0593 -1.8323
51 H -2.4213 5.5470 -3.5333
52 H -2.7661 6.7254 -2.1733
53 C -3.0307 -4.6060 0.5584
54 O -2.7727 -4.4757 1.9566
55 C -3.3033 -3.3816 2.7223
56 O -4.0575 -2.4895 2.2183
57 O -2.8920 -3.3973 4.0172
58 C -3.1849 -2.3162 4.8998
59 H -4.0688 -4.8834 0.3754
60 H -2.5553 -5.4631 0.0815
61 H -2.7557 -3.6992 0.0198
62 H -4.1576 -2.3140 5.3916
63 H -3.0797 -1.3481 4.4100
64 H -2.4383 -2.3747 5.6919

=====

ORCA calculation (wB97M-V/def2-TZVPD) on an isolated ion of composition O4P3 and charge -1.

Summary:
energy relative to the best compared isomer or geometry (same formula, charge and spin)	0.0246	eV
spin multiplicity	1
highest occupied orbital energy	-4.58	eV
total charge	-1

Atoms and positions in Å:
1 O 1.6872 -0.0046 -1.2397
2 O -2.5025 1.2494 0.1077
3 O 1.0634 -2.0194 0.3665
4 O -0.7961 -0.4995 -0.5330
5 P -1.1311 0.8057 0.2871
6 P 0.9760 -0.6672 -0.1513
7 P 0.7031 1.1355 1.1628

=====

ORCA calculation (wB97M-V/def2-TZVPD) on C4H3O2Sm as an isolated structure.

Summary:
energy relative to the best compared isomer or geometry (same formula, charge and spin)	0.8598	eV
spin multiplicity	8
highest occupied orbital energy (alpha / beta)	-6.44 / -7.34	eV

Atoms and positions in Å:
1 O -2.4595 0.4340 0.4251
2 C -1.3545 -0.2598 0.6540
3 C -0.0881 0.0744 0.2105
4 C 0.9358 -0.8642 -0.0202
5 C 2.2549 -0.5548 -0.3434
6 O 2.9463 0.4358 0.0477
7 H 0.0069 1.0982 -0.2043
8 H 2.7609 -1.2594 -1.0489
9 Sm -3.5272 1.5307 -1.4231
10 H -1.4754 -0.6349 1.7027

=====

ORCA calculation (wB97M-V/def2-TZVPD) on a 4-piece molecular cluster, C4H13O3S overall.

Summary:
energy relative to the best compared isomer or geometry (same formula, charge and spin)	2.0831	eV
spin multiplicity	1
highest occupied orbital energy	-2.70	eV
total charge	-1

Atoms and positions in Å:
1 C -1.7539 -1.5564 -1.5937
2 O -1.4503 -2.7805 -1.6053
3 C -1.6215 -0.7493 -0.4326
4 C -1.0515 0.6359 -0.4831
5 C 0.4485 0.6359 -0.8378
6 S 1.2572 1.9149 -1.8984
7 H -2.0603 -1.1561 -2.5678
8 H -1.4482 4.3488 1.3791
9 H -1.3174 -1.3118 0.4365
10 H 1.1689 -1.6835 -0.1912
11 H -1.6388 1.3281 -1.1104
12 H -1.1297 1.0616 0.5321
13 H 0.7576 -0.3576 -1.1802
14 H 1.0197 0.7762 0.0792
15 H 2.4354 1.6468 -1.4044
16 H 1.7465 -1.3113 2.5281
17 H 2.5489 -0.1763 2.5893
18 O 2.1956 -0.8138 3.2388
19 H -1.6977 4.7820 1.9106
20 H 0.3657 -2.8179 0.1948
21 O 1.2254 -2.4156 0.4164

=====

E_tot readings, ordered: -110555.4410; -86607.1130; -127760.8339; -18684.4371; -138987.4137; -36061.1267; -26188.8128; -21335.3533 eV